No. 1
ORCA calculation (wB97M-V/def2-TZVPD) on a 9-piece molecular cluster, H18O9 overall.

Output
energy above the lowest of the compared OMol25 structures with the same formula, charge and spin	2.197	eV
Kohn-Sham gap	10.3453	eV
calculated total energy	-18719.938	eV
HOMO level	-0.37999	Eh

Last column: Mulliken charge in e.
Geometry (Å):
H (-15.5037, 25.8762, 17.3495)  0.281
H (-15.3784, 23.2765, 14.9455)  0.315
H (-13.7979, 22.0363, 16.8990)  0.265
H (-16.3742, 22.4945, 14.0857)  0.302
H (-13.4376, 25.5141, 13.4331)  0.401
H (-12.9523, 28.3364, 18.2048)  0.279
H (-13.8230, 21.5709, 15.4394)  0.290
H (-13.4573, 23.3498, 13.6064)  0.318
H (-12.6363, 25.8688, 15.5898)  0.269
H (-14.8045, 26.0876, 13.0459)  0.288
O (-13.1719, 25.1624, 15.2056)  -0.566
O (-13.9223, 25.9375, 12.6951)  -0.629
O (-15.9661, 23.3615, 14.1786)  -0.592
H (-11.2694, 28.3930, 14.8477)  0.307
H (-13.7222, 22.8374, 12.2016)  0.321
O (-13.8845, 22.3607, 15.9930)  -0.584
O (-13.6380, 24.1140, 19.6271)  -0.676
H (-13.9127, 24.3497, 18.7247)  0.364
O (-13.0195, 22.9462, 12.8503)  -0.647
H (-13.1336, 24.8763, 19.9275)  0.308
O (-12.1272, 27.8448, 18.2000)  -0.626
O (-12.0558, 28.3634, 15.4062)  -0.625
H (-13.3141, 24.5416, 15.9310)  0.249
O (-14.6199, 25.9140, 17.7358)  -0.484
H (-11.8301, 27.8788, 17.2740)  0.359
H (-12.7373, 28.8122, 14.8929)  0.285
H (-14.5580, 26.7929, 18.1207)  0.226

Atomic forces in eV per Å
0.113 -0.040 -0.011
-0.139 -0.090 -0.086
-0.018 0.082 -0.076
0.001 0.071 0.022
-0.462 0.274 -0.462
0.144 0.206 -0.079
0.164 0.184 -0.044
-0.007 0.146 -0.072
-0.181 0.056 -0.084
0.011 -0.114 0.055
0.267 -0.062 0.374
0.296 0.049 0.095
0.075 0.043 0.112
-0.084 -0.023 0.029
0.001 0.185 0.033
-0.098 -0.198 0.218
0.036 -0.329 -0.269
0.044 0.259 0.569
0.086 -0.418 0.072
0.002 -0.011 -0.086
0.108 -0.229 -0.028
0.177 -0.013 -0.232
0.032 -0.037 -0.166
-0.400 0.080 -0.296
-0.313 0.165 0.300
-0.013 -0.131 0.032
0.158 -0.103 0.081

---

No. 2
ORCA calculation (wB97M-V/def2-TZVPD) on C28H44N4O2PPdS as an isolated structure.

Output
2S+1	5
Kohn-Sham gap (alpha / beta)	8.0824 / 5.1148	eV
calculated total energy	-63380.632	eV
<S²>	6.05
HOMO level (alpha / beta)	-0.61400 / -0.61362	Eh
charge	+3

Last column: Löwdin spin population.
Geometry (Å):
C (3.4244, -0.7085, 4.0864)  0.000
H (1.7084, 1.3669, -2.2470)  0.001
C (1.1088, 2.7347, 4.7433)  0.005
C (-0.1462, 3.8740, 3.0609)  0.016
C (1.8480, 0.4383, -2.8062)  0.005
C (-5.5258, 1.2171, -1.8211)  0.096
H (-5.2091, 2.1068, -3.7597)  0.000
C (-1.7955, -2.5988, -1.9389)  0.009
H (3.4695, 0.1781, 3.4447)  0.000
C (-1.2466, -2.3549, 0.5344)  0.038
H (-3.1248, 0.8172, 0.5693)  0.001
H (2.3560, 1.4538, -4.6057)  0.000
H (-7.5986, 1.5813, -1.5131)  0.009
H (0.6794, -3.8024, -1.2225)  0.002
C (-1.5017, 5.0023, 1.3650)  0.045
C (3.9627, -1.9183, 3.3224)  0.001
H (0.3399, -2.7664, -3.6253)  0.001
H (-2.0579, 5.8689, 1.0347)  -0.001
H (3.4940, -2.6332, -1.2971)  0.001
C (-6.9568, 0.8835, -2.0621)  0.021
H (1.2342, -4.2732, -3.4873)  0.004
H (-7.1938, -0.1112, -1.6838)  0.004
C (-4.9213, 0.8935, -0.5845)  0.021
H (0.4444, 4.7631, 4.9416)  0.001
N (2.0565, -0.8787, 4.5863)  0.000
H (-0.7595, -3.3256, 0.6492)  0.001
H (-7.2188, 0.9478, -3.1149)  0.000
H (-2.7948, 2.4534, -3.4348)  0.002
S (-1.0828, 1.6917, -1.3572)  0.318
H (1.6626, 0.7363, 4.2045)  0.000
H (1.7741, -2.7062, 0.9329)  0.003
H (1.9641, -1.5899, 5.2960)  0.000
H (-5.5329, 0.4909, 0.2137)  0.000
O (0.7329, -0.4547, -2.3855)  0.110
H (3.9702, 0.5947, -2.7010)  0.000
H (3.4123, -1.0344, -3.0649)  0.000
H (2.0999, -2.7572, -3.7249)  0.000
H (3.7194, -2.8069, 3.9125)  0.000
N (0.5900, 1.6134, 2.6714)  0.057
C (2.8049, -3.4750, -1.2480)  0.002
C (-2.8247, 1.6670, -1.4104)  0.103
H (-2.3052, -2.4962, 0.7541)  0.002
H (1.8142, -0.2099, -4.8605)  0.000
H (3.2886, -0.3851, -1.4072)  0.007
H (0.6399, 1.0666, -4.4792)  0.000
H (-0.8645, -1.6896, 1.3356)  0.012
H (-1.4148, -3.6174, -2.0046)  0.000
Pd (0.7807, -0.2193, 1.0453)  1.287
C (1.6443, 0.6957, -4.2776)  0.001
N (-0.5874, 1.5997, 0.2163)  0.311
H (1.5778, -2.6894, 2.5417)  0.004
P (0.7187, -1.4570, -1.1517)  0.217
H (-1.5300, -0.7773, -0.8655)  0.004
C (3.2025, -0.1441, -2.4724)  0.008
C (1.3834, -3.1143, -1.7004)  0.055
H (-1.7351, -2.1368, -2.9234)  0.001
C (-0.0647, 2.7187, 2.2661)  0.064
O (-0.5202, 2.8209, -2.0867)  0.272
C (-3.5770, 1.0676, -0.3821)  0.039
C (-1.4270, 3.8943, 0.5617)  0.126
C (1.1508, 1.6359, 3.8822)  0.010
H (3.1964, -4.2454, -1.9125)  0.000
N (1.9714, -2.1617, 1.7651)  0.114
H (3.7856, -1.2505, 1.2661)  0.003
H (-2.8509, -2.6656, -1.6681)  0.002
H (5.0520, -1.8795, 3.2412)  0.000
C (-1.0751, -1.7703, -0.8767)  0.025
C (-0.8610, 5.0109, 2.6028)  0.262
C (-0.7028, 2.7249, 0.9574)  0.168
C (3.4588, -2.0773, 1.9014)  0.010
C (0.4748, 3.8733, 4.3246)  0.033
H (1.3553, -0.9856, 3.8640)  0.000
C (-3.3968, 2.0097, -2.6514)  0.046
C (-4.7453, 1.8142, -2.8263)  0.012
H (1.5796, 2.6676, 5.7140)  0.000
H (3.9170, -2.9874, 1.5093)  0.003
H (-1.9178, 3.9260, -0.3995)  0.004
H (-0.9111, 5.8870, 3.2382)  0.010
H (2.8333, -3.8972, -0.2423)  0.000
H (4.0519, -0.5218, 4.9553)  0.000
C (1.2454, -3.2135, -3.2278)  0.013

Atomic forces in eV per Å
-0.114 -0.626 -0.066
-0.108 -0.045 0.056
-0.120 0.164 -0.078
-0.056 0.125 0.026
0.142 0.122 -0.047
0.068 -0.146 -0.032
-0.005 -0.047 0.003
-0.038 0.027 0.023
0.005 0.095 0.071
0.004 -0.009 -0.142
0.035 -0.057 -0.041
-0.005 -0.016 -0.017
0.023 0.007 -0.011
-0.053 -0.025 -0.035
0.013 -0.004 0.016
-0.082 0.193 0.100
-0.045 0.027 -0.001
0.019 0.006 0.009
0.000 -0.012 -0.009
-0.075 0.172 0.099
0.052 0.015 -0.010
0.017 -0.014 -0.021
-0.071 0.000 -0.057
-0.045 -0.011 0.004
0.264 -0.291 0.080
0.025 0.022 0.033
0.005 -0.014 -0.002
0.020 -0.048 0.007
-0.364 0.519 0.351
-0.267 0.476 0.187
0.040 -0.171 0.115
0.013 -0.097 0.026
-0.013 -0.030 -0.038
0.089 0.067 0.187
0.000 0.004 0.006
0.013 -0.008 0.015
-0.005 0.034 0.023
0.100 -0.101 -0.116
0.103 -0.158 -0.136
-0.028 -0.058 -0.008
0.243 -0.237 -0.174
0.002 0.006 0.015
-0.014 0.001 0.004
0.038 0.032 -0.005
0.015 0.000 0.013
-0.028 0.002 0.053
0.015 -0.006 -0.001
0.119 -0.213 -0.119
0.006 -0.005 -0.017
0.206 0.050 -0.193
0.005 0.085 0.044
-0.530 -0.037 -0.266
0.039 -0.007 -0.040
-0.101 -0.060 -0.018
0.291 0.307 0.266
0.019 -0.007 0.001
-0.096 -0.020 -0.036
0.087 -0.320 -0.033
0.010 0.141 -0.014
0.181 -0.166 -0.051
0.071 0.367 -0.314
-0.015 -0.023 0.026
-0.217 0.481 -0.108
0.093 0.041 0.067
0.003 -0.011 -0.012
-0.030 0.043 0.129
0.021 0.005 0.069
0.038 -0.053 0.024
-0.181 -0.019 0.023
0.103 -0.056 -0.017
0.044 -0.025 0.094
0.150 -0.457 0.130
-0.022 0.102 0.122
-0.049 -0.002 0.043
0.032 -0.001 -0.019
-0.129 0.013 -0.143
-0.023 -0.023 -0.041
-0.002 -0.004 -0.013
0.007 0.013 -0.047
0.074 0.087 -0.031
-0.030 -0.110 0.015

---

No. 3
ORCA calculation (wB97M-V/def2-TZVPD) on C21H27BLuN2OP2 as an isolated structure in a non-equilibrium geometry.

Output
Kohn-Sham gap	7.3960	eV
calculated total energy	-80112.278	eV
HOMO level	-0.40765	Eh
charge	+1

Last column: Mulliken charge in e.
Geometry (Å):
H (0.9842, 2.4187, -2.6194)  0.571
C (-2.4707, -3.7584, -0.3623)  -0.624
C (1.6331, -2.3339, -0.1728)  -1.156
C (0.1912, -2.8263, -0.1793)  -0.665
C (0.6654, 1.5529, -2.0228)  -1.138
C (-0.1304, -4.1423, 0.1449)  -0.698
H (2.8020, 3.3086, -0.9463)  0.470
H (-1.0361, 3.4422, -0.6315)  0.340
H (-1.6792, -5.6293, 0.3551)  0.393
H (-3.4717, 2.0876, -4.2056)  0.384
H (2.7510, 3.0567, 0.8317)  0.297
H (0.2315, 4.6977, 4.1478)  -0.075
P (2.0874, -1.3048, 1.3316)  0.757
C (3.7814, -0.7719, 0.9461)  -1.375
H (-3.9897, -1.9748, -1.7240)  1.038
H (1.8464, -1.7072, -1.0547)  0.423
H (-0.0967, 3.9485, 0.8006)  0.352
C (2.3452, -2.5968, 2.5869)  -1.135
C (0.4146, 2.6860, 3.2128)  0.111
H (3.3839, -2.9508, 2.5432)  0.394
C (-1.4497, -4.6006, 0.0788)  -1.033
H (3.9336, 0.2207, 1.3890)  0.375
H (-4.4804, 0.1227, -3.0051)  0.487
O (-3.2587, -0.3904, 1.0619)  -0.516
H (-4.8248, -1.0963, -0.2688)  0.425
P (0.8855, 2.0050, -0.2493)  0.839
N (-0.0437, 1.8221, 2.5557)  -0.776
C (-3.8195, -0.8789, 0.1043)  -0.319
H (-3.5043, -4.1010, -0.4462)  0.488
C (-0.8864, -1.9502, -0.5136)  0.851
H (2.1595, -2.1442, 3.5702)  0.384
C (-0.0256, 3.5906, -0.2334)  -1.214
H (3.2980, 1.7326, -0.2338)  0.304
H (2.0562, 4.1758, 3.4906)  -0.107
Lu (-0.2082, 0.0290, 1.2906)  0.965
H (-1.1000, 2.7168, -3.7835)  0.434
C (-2.8794, 1.5207, -3.4881)  -1.061
C (-1.5498, 1.8794, -3.2449)  -0.714
C (-2.1714, -2.4423, -0.7029)  -0.261
C (-0.7777, 1.1860, -2.3124)  0.169
H (1.3044, 3.3321, 5.1425)  -0.080
B (1.0379, 3.7911, 4.0444)  0.068
H (4.4985, -1.4756, 1.3898)  0.457
N (-0.7131, -0.5275, -0.5533)  0.554
C (-1.3906, 0.1241, -1.6101)  0.540
H (3.9426, -0.7096, -0.1384)  0.384
C (-2.6824, -0.2879, -1.9089)  0.238
H (0.5090, 4.3247, -0.8514)  0.410
H (1.6540, -3.4369, 2.4459)  0.361
C (-3.4480, 0.4314, -2.8241)  -0.572
H (1.3467, 0.7070, -2.2151)  0.340
C (-3.2627, -1.4451, -1.0985)  -0.013
C (2.6078, 2.5799, -0.1473)  -1.152
H (2.3307, -3.1822, -0.1625)  0.607
H (0.6688, -4.8256, 0.4456)  0.472

Atomic forces in eV per Å
-0.084 -0.307 -0.028
0.214 0.075 -0.337
0.109 0.156 0.253
-0.372 0.847 0.146
0.060 -0.086 0.118
-0.196 -0.305 0.002
-0.005 -0.196 0.237
0.180 0.037 0.099
0.084 0.269 -0.066
0.171 -0.149 0.189
0.041 -0.058 -0.214
0.056 -0.234 -0.127
0.539 -1.583 -0.923
0.236 0.597 0.165
-0.189 0.227 0.424
-0.161 -0.241 0.230
-0.001 0.075 -0.300
-0.082 0.117 0.570
-0.692 -1.362 -0.932
-0.365 -0.008 0.025
0.077 -0.081 0.025
0.219 -0.256 -0.137
0.299 0.186 -0.090
-0.481 -0.189 -0.124
-2.003 1.459 2.712
-0.199 0.692 -0.916
0.286 0.834 1.035
-0.863 -0.145 -0.335
0.346 -0.078 0.026
0.416 0.299 0.415
0.164 -0.345 -0.102
-0.052 -0.019 0.366
-0.077 0.279 -0.047
-0.197 -0.184 -0.095
-0.791 1.080 1.909
-0.181 -0.248 0.113
-0.024 -0.058 0.012
-0.122 -0.044 0.050
-0.219 -0.291 0.163
-0.185 -0.304 0.215
-0.108 -0.048 -0.268
0.458 0.864 0.716
-0.201 0.234 -0.227
0.366 -1.183 -2.751
0.395 0.248 -0.068
-0.086 -0.004 0.298
-0.301 0.334 -0.205
-0.159 -0.170 0.154
0.104 0.239 0.035
0.215 -0.051 -0.135
-0.244 0.204 -0.124
3.939 -1.258 -1.996
0.139 -0.129 0.186
-0.195 0.108 -0.186
-0.281 0.156 -0.159